1.
Molecular formula: C4H5NOS
Method: DFT, wB97M-V/def2-TZVPD

Properties
- F_max: 9.12 eV Å⁻¹
- Net charge: 0
- HOMO level: -0.3153 Ha
- Total energy: -683.388932 hartree
- ΔE to the lowest compared entry with this formula, charge and spin: 5.9589 eV
- 2S+1: 1

```
12
C4H5NOS, DFT wB97M-V/def2-TZVPD
C -0.45 0.55 1.28
C 0.77 -0.50 -0.69
C -0.49 -1.22 -1.04
C -0.54 -0.13 -0.07
H 0.82 2.47 1.54
H 1.18 -1.23 0.08
H -0.81 -1.06 -2.07
H -0.46 -2.44 -1.00
H -0.95 0.67 -0.79
N 0.61 1.32 0.90
O -1.20 0.52 2.30
S 1.54 1.05 -0.44
```

Charge distribution, natural (NBO) scheme, values in e: number 1, C, carries 0.65; number 2, C, carries -0.47; number 3, C, carries -0.34; number 4, C, carries -0.31; number 5, H, carries 0.44; number 6, H, carries 0.20; number 7, H, carries 0.22; number 8, H, carries 0.24; number 9, H, carries 0.22; number 10, N, carries -0.80; number 11, O, carries -0.59; number 12, S, carries 0.54



2.
Molecular formula: C4H9N
Method: DFT, wB97M-V/def2-TZVPD

Properties
- F_max: 1.85 eV Å⁻¹
- Net charge: 0
- SMILES: C=CC.C=N
- HOMO level: -0.3621 Ha
- Total energy: -212.486652 hartree
- ΔE to the lowest compared entry with this formula, charge and spin: 1.7557 eV
- 2S+1: 1

```
14
C4H9N, DFT wB97M-V/def2-TZVPD
C 1.82 -1.28 -0.18
C 1.50 -1.21 1.10
C 0.16 -0.85 1.65
H 2.87 -1.47 -0.40
H 1.24 -1.39 -1.08
H 2.35 -1.16 1.77
H -0.63 -0.93 0.89
H 0.13 0.14 2.11
H -0.14 -1.55 2.43
C -1.61 2.14 -1.39
N -2.18 2.03 -2.51
H -1.50 3.14 -0.98
H -1.46 1.29 -0.72
H -2.54 1.09 -2.68
```

Charge distribution, natural (NBO) scheme, values in e: number 1, C, carries -0.40; number 2, C, carries -0.17; number 3, C, carries -0.65; number 4, H, carries 0.19; number 5, H, carries 0.20; number 6, H, carries 0.19; number 7, H, carries 0.21; number 8, H, carries 0.22; number 9, H, carries 0.22; number 10, C, carries -0.05; number 11, N, carries -0.59; number 12, H, carries 0.16; number 13, H, carries 0.14; number 14, H, carries 0.33



3.
Molecular formula: C27H41NO5PbSeSi
Method: DFT, wB97M-V/def2-TZVPD

Properties
- F_max: 1.32 eV Å⁻¹
- Net charge: 0
- HOMO level: -0.3118 Ha
- Total energy: -4368.211506 hartree
- ΔE to the lowest compared entry with this formula, charge and spin: 2.0716 eV
- 2S+1: 1

```
77
C27H41NO5PbSeSi, DFT wB97M-V/def2-TZVPD
Pb 0.18 0.17 0.12
C 0.84 2.65 0.37
C 2.02 1.94 0.71
C 2.47 1.26 -0.50
C 1.55 1.63 -1.52
C 0.52 2.45 -1.01
C -0.50 3.22 -1.81
C -1.03 2.36 -2.96
C -1.66 3.65 -0.92
C 0.19 4.47 -2.38
C 3.72 0.47 -0.85
C 3.70 -0.92 -0.20
C 3.80 0.22 -2.36
C 5.00 1.23 -0.47
C 2.61 2.15 2.10
C 3.58 3.35 2.04
C 1.49 2.51 3.10
C 3.32 0.93 2.69
H 0.33 3.33 1.01
H 1.65 1.38 -2.56
H -1.46 1.43 -2.59
H -0.23 2.10 -3.65
H -1.79 2.90 -3.52
H -2.09 2.80 -0.39
H -2.44 4.12 -1.52
H -1.33 4.38 -0.18
H 1.01 4.18 -3.03
H 0.58 5.09 -1.58
H -0.53 5.05 -2.96
H 2.86 -1.49 -0.60
H 3.59 -0.88 0.88
H 4.62 -1.46 -0.43
H 2.94 -0.36 -2.70
H 4.70 -0.35 -2.58
H 3.85 1.15 -2.92
H 5.13 1.32 0.60
H 4.98 2.23 -0.90
H 5.87 0.71 -0.87
H 3.06 4.24 1.70
H 4.41 3.16 1.37
H 3.98 3.55 3.04
H 1.10 3.50 2.92
H 1.89 2.50 4.11
H 0.68 1.79 3.05
H 4.19 0.64 2.12
H 2.62 0.09 2.74
H 3.65 1.16 3.70
O -6.22 -1.14 -0.91
C -4.94 -1.27 -0.55
C -4.46 -1.04 0.75
C -3.16 -1.35 1.06
N -2.36 -1.90 0.14
C -2.71 -1.90 -1.16
C -3.99 -1.60 -1.53
C -1.56 -1.89 -2.24
O -1.86 -2.22 -3.36
O -0.49 -1.43 -1.77
C -2.49 -0.75 2.35
O -3.20 -0.57 3.31
O -1.29 -0.46 2.15
H -6.78 -0.86 -0.17
H -5.09 -0.63 1.53
H -4.26 -1.63 -2.57
C -2.87 -5.19 -0.90
Si -2.24 -4.79 0.86
C -3.70 -4.33 2.00
C -1.18 -6.19 1.62
Se -0.81 -2.89 0.69
H -3.37 -6.15 -0.93
H -2.06 -5.21 -1.62
H -3.58 -4.43 -1.23
H -4.12 -5.21 2.48
H -4.50 -3.86 1.43
H -3.41 -3.64 2.78
H -1.78 -7.10 1.71
H -0.84 -5.93 2.62
H -0.31 -6.42 1.02
```

Charge distribution, Löwdin scheme, values in e: number 1, Pb, carries 1.62; number 2, C, carries -0.14; number 3, C, carries -0.25; number 4, C, carries -0.23; number 5, C, carries -0.13; number 6, C, carries -0.33; number 7, C, carries -0.57; number 8, C, carries -0.04; number 9, C, carries -0.04; number 10, C, carries -0.03; number 11, C, carries -0.53; number 12, C, carries -0.04; number 13, C, carries -0.06; number 14, C, carries -0.04; number 15, C, carries -0.53; number 16, C, carries -0.03; number 17, C, carries -0.05; number 18, C, carries -0.05; number 19, H, carries 0.11; number 20, H, carries 0.11; number 21, H, carries 0.08; number 22, H, carries 0.08; number 23, H, carries 0.09; number 24, H, carries 0.08; number 25, H, carries 0.09; number 26, H, carries 0.08; number 27, H, carries 0.09; number 28, H, carries 0.09; number 29, H, carries 0.09; number 30, H, carries 0.08; number 31, H, carries 0.06; number 32, H, carries 0.09; number 33, H, carries 0.09; number 34, H, carries 0.09; number 35, H, carries 0.09; number 36, H, carries 0.05; number 37, H, carries 0.09; number 38, H, carries 0.09; number 39, H, carries 0.09; number 40, H, carries 0.06; number 41, H, carries 0.09; number 42, H, carries 0.08; number 43, H, carries 0.09; number 44, H, carries 0.08; number 45, H, carries 0.05; number 46, H, carries 0.09; number 47, H, carries 0.09; number 48, O, carries 0.11; number 49, C, carries -0.26; number 50, C, carries 0.07; number 51, C, carries -0.19; number 52, N, carries -0.26; number 53, C, carries -0.18; number 54, C, carries 0.08; number 55, C, carries -0.68; number 56, O, carries 0.06; number 57, O, carries -0.24; number 58, C, carries -0.69; number 59, O, carries 0.06; number 60, O, carries -0.24; number 61, H, carries 0.13; number 62, H, carries 0.14; number 63, H, carries 0.14; number 64, C, carries -0.19; number 65, Si, carries 0.42; number 66, C, carries -0.19; number 67, C, carries -0.21; number 68, Se, carries 0.92; number 69, H, carries 0.03; number 70, H, carries 0.04; number 71, H, carries 0.02; number 72, H, carries 0.03; number 73, H, carries 0.02; number 74, H, carries 0.03; number 75, H, carries 0.03; number 76, H, carries 0.03; number 77, H, carries 0.03



4.
Molecular formula: C3H2NO3S
Method: DFT, wB97M-V/def2-TZVPD

Properties
- F_max: 3.95 eV Å⁻¹
- Net charge: -1
- HOMO level: -0.1268 Ha
- Total energy: -794.004569 hartree
- ΔE to the lowest compared entry with this formula, charge and spin: 6.8785 eV
- 2S+1: 1

```
10
C3H2NO3S, DFT wB97M-V/def2-TZVPD
C -1.82 -0.10 0.37
C -0.37 1.77 0.26
C 0.70 -0.38 0.39
N 0.61 0.81 0.14
O 2.82 -1.01 -0.64
O 1.30 -2.97 -0.05
O -1.67 1.19 0.24
S 1.49 -1.64 -0.75
H -2.99 -0.33 0.26
H -0.08 2.66 -0.21
```

Charge distribution, natural (NBO) scheme, values in e: number 1, C, carries 0.01; number 2, C, carries -0.03; number 3, C, carries 0.09; number 4, N, carries -0.42; number 5, O, carries -0.99; number 6, O, carries -1.00; number 7, O, carries -0.45; number 8, S, carries 1.51; number 9, H, carries 0.09; number 10, H, carries 0.18



5.
Molecular formula: C25H27N3O6
Method: DFT, wB97M-V/def2-TZVPD

Properties
- F_max: 19.61 eV Å⁻¹
- Net charge: 0
- HOMO level: -0.2929 Ha
- Total energy: -1583.709028 hartree
- ΔE to the lowest compared entry with this formula, charge and spin: 26.0027 eV
- 2S+1: 1

```
61
C25H27N3O6, DFT wB97M-V/def2-TZVPD
C -2.61 3.25 -0.65
H -3.75 2.94 -0.71
O -1.88 2.09 -0.17
C -2.22 1.92 1.18
C -3.38 2.58 1.94
C -3.37 2.24 3.36
C -2.56 1.27 4.02
C -1.64 0.56 2.94
C -1.41 0.99 1.65
N -0.40 0.35 0.99
C -0.40 -0.26 -0.29
O 0.33 -0.48 -1.15
C -2.22 -0.79 -0.39
N -1.80 -2.29 -0.55
C -1.71 -2.98 0.48
O -1.69 -2.50 1.82
C -1.35 -4.38 0.42
C -0.93 -5.35 1.24
C -0.55 -6.64 0.25
C -0.59 -6.06 -0.88
O -1.13 -4.76 -1.07
H -0.34 -6.48 -1.82
H -0.17 -7.50 0.66
H -0.82 -5.30 2.33
H -1.54 -2.63 -1.71
H -2.64 -0.69 0.46
H -2.59 -0.36 -1.21
C 1.13 0.57 1.31
C 1.91 -0.49 1.34
C 1.62 -1.90 1.70
C 2.81 -2.66 1.10
C 3.51 -1.70 0.53
O 3.11 -0.53 0.64
H 4.45 -1.80 0.23
H 2.85 -3.63 1.36
H 0.91 -2.33 2.02
H 0.86 0.86 2.34
C 1.77 1.90 0.93
O 1.86 2.92 1.33
N 2.00 1.81 -0.59
H 1.57 0.78 -0.82
C 2.50 2.90 -1.32
H 2.66 3.69 -0.79
C 3.24 2.31 -2.34
C 2.55 1.66 -3.67
H 2.86 1.68 -4.49
C 1.00 2.05 -3.33
H 0.30 1.22 -2.95
H 0.71 2.42 -4.52
C 1.26 3.34 -2.40
H 1.43 4.13 -2.92
H 0.22 3.32 -1.91
H 2.49 0.29 -3.55
H 3.97 1.48 -1.80
H 3.91 2.95 -2.67
H -0.80 -0.32 3.58
H -2.81 0.87 4.81
H -4.05 2.73 3.90
H -3.67 3.32 1.54
H -2.34 4.12 0.04
H -2.40 3.31 -1.78
```

Charge distribution, natural (NBO) scheme, values in e: number 1, C, carries -0.29; number 2, H, carries 0.19; number 3, O, carries -0.52; number 4, C, carries 0.36; number 5, C, carries -0.26; number 6, C, carries -0.15; number 7, C, carries -0.21; number 8, C, carries -0.05; number 9, C, carries -0.07; number 10, N, carries -0.45; number 11, C, carries 0.84; number 12, O, carries -0.58; number 13, C, carries -0.26; number 14, N, carries -0.55; number 15, C, carries 0.55; number 16, O, carries -0.75; number 17, C, carries 0.18; number 18, C, carries -0.20; number 19, C, carries -0.29; number 20, C, carries 0.14; number 21, O, carries -0.51; number 22, H, carries 0.20; number 23, H, carries 0.24; number 24, H, carries 0.26; number 25, H, carries 0.47; number 26, H, carries 0.20; number 27, H, carries 0.20; number 28, C, carries -0.25; number 29, C, carries 0.19; number 30, C, carries -0.15; number 31, C, carries -0.34; number 32, C, carries 0.16; number 33, O, carries -0.37; number 34, H, carries 0.18; number 35, H, carries 0.22; number 36, H, carries 0.18; number 37, H, carries 0.26; number 38, C, carries 0.74; number 39, O, carries -0.54; number 40, N, carries -0.75; number 41, H, carries 0.43; number 42, C, carries -0.07; number 43, H, carries 0.23; number 44, C, carries -0.40; number 45, C, carries -0.27; number 46, H, carries 0.13; number 47, C, carries -0.43; number 48, H, carries 0.23; number 49, H, carries 0.20; number 50, C, carries -0.41; number 51, H, carries 0.18; number 52, H, carries 0.20; number 53, H, carries 0.14; number 54, H, carries 0.20; number 55, H, carries 0.20; number 56, H, carries 0.24; number 57, H, carries 0.18; number 58, H, carries 0.19; number 59, H, carries 0.17; number 60, H, carries 0.21; number 61, H, carries 0.22



6.
Molecular formula: C10H13NO
Method: DFT, wB97M-V/def2-TZVPD

Properties
- F_max: 4.72 eV Å⁻¹
- Net charge: 0
- SMILES: CC1=CC[C@](C)(n2cccc2)O1
- HOMO level: -0.2860 Ha
- Total energy: -518.762391 hartree
- ΔE to the lowest compared entry with this formula, charge and spin: 2.1909 eV
- 2S+1: 1

```
25
C10H13NO, DFT wB97M-V/def2-TZVPD
C -2.33 -2.04 -0.08
C -1.70 -0.73 -0.11
C -1.65 0.12 -1.15
C -0.74 1.26 -0.86
C 0.03 0.65 0.40
C 0.25 1.69 1.51
N 1.23 0.04 -0.02
C 2.38 0.62 -0.52
C 3.34 -0.37 -0.57
C 2.78 -1.57 -0.18
C 1.42 -1.23 0.20
O -0.78 -0.38 0.85
H -1.51 -2.78 -0.01
H -3.02 -2.34 -0.95
H -3.00 -2.16 0.74
H -2.21 -0.04 -2.02
H -0.06 1.33 -1.76
H -1.19 2.22 -0.82
H -0.30 2.59 1.71
H 1.22 2.03 1.25
H 0.43 1.04 2.31
H 2.52 1.66 -0.67
H 4.40 -0.32 -0.79
H 3.13 -2.57 0.01
H 0.56 -1.81 0.50
```

Charge distribution, natural (NBO) scheme, values in e: number 1, C, carries -0.66; number 2, C, carries 0.31; number 3, C, carries -0.29; number 4, C, carries -0.45; number 5, C, carries 0.46; number 6, C, carries -0.64; number 7, N, carries -0.36; number 8, C, carries -0.12; number 9, C, carries -0.28; number 10, C, carries -0.33; number 11, C, carries -0.03; number 12, O, carries -0.51; number 13, H, carries 0.23; number 14, H, carries 0.24; number 15, H, carries 0.23; number 16, H, carries 0.21; number 17, H, carries 0.22; number 18, H, carries 0.22; number 19, H, carries 0.23; number 20, H, carries 0.22; number 21, H, carries 0.23; number 22, H, carries 0.21; number 23, H, carries 0.22; number 24, H, carries 0.22; number 25, H, carries 0.22



Number 1: LUMO level 0.2542 eV, orbital gap 8.8 eV. Number 2: LUMO level 0.9711 eV, orbital gap 10.8 eV. Number 3: LUMO level -0.5729 eV, orbital gap 7.9 eV. Number 4: LUMO level 3.5962 eV, orbital gap 7.0 eV. Number 5: LUMO level 0.3480 eV, orbital gap 8.3 eV. Number 6: LUMO level 0.9087 eV, orbital gap 8.7 eV.